(1)
56
Properties=species:S:1:pos:R:3 method="wB97M-V/def2-TZVPD" gap_ev=8.746 total_charge=0 lumo_energy_ha=0.011 spin_multiplicity=1 fmax_ev_per_a=1.059 e_tot_ev=-48298.7193
C 0.80 1.91 6.22
C 1.66 0.99 5.37
O 1.44 1.33 4.01
C 2.13 0.68 3.05
C 3.02 -0.35 3.26
C 3.68 -0.95 2.19
C 3.43 -0.52 0.90
C 4.18 -1.13 -0.23
O 5.36 -1.39 -0.17
N 3.51 -1.31 -1.42
C 2.16 -1.46 -1.69
C 1.73 -1.29 -3.02
C 0.41 -1.50 -3.36
C -0.50 -1.87 -2.38
S -2.19 -2.25 -2.83
O -2.60 -3.41 -2.09
O -2.30 -2.28 -4.26
N -3.04 -0.93 -2.19
C -4.45 -1.23 -2.04
C -5.14 -0.03 -1.40
O -4.97 1.13 -2.18
C -3.60 1.42 -2.34
C -2.85 0.26 -3.00
C -0.10 -2.04 -1.07
C 1.23 -1.85 -0.72
C 2.54 0.53 0.67
C 1.89 1.14 1.72
O 1.03 2.19 1.63
C 0.68 2.69 0.36
C -0.33 1.80 -0.37
H 1.08 2.94 6.04
H 0.94 1.68 7.27
H -0.25 1.78 5.96
H 2.72 1.11 5.62
H 1.38 -0.06 5.54
H 3.22 -0.71 4.26
H 4.39 -1.75 2.36
H 4.13 -1.49 -2.20
H 2.45 -1.02 -3.77
H 0.06 -1.40 -4.38
H -4.53 -2.12 -1.42
H -4.91 -1.44 -3.02
H -6.22 -0.20 -1.33
H -4.73 0.13 -0.39
H -3.55 2.31 -2.97
H -3.15 1.63 -1.36
H -1.78 0.47 -3.04
H -3.22 0.10 -4.02
H -0.82 -2.37 -0.34
H 1.55 -2.01 0.29
H 2.39 0.87 -0.34
H 0.22 3.66 0.57
H 1.57 2.85 -0.26
H -0.62 2.28 -1.30
H -1.21 1.67 0.25
H 0.08 0.82 -0.59

***

(2)
57
Properties=species:S:1:pos:R:3 method="wB97M-V/def2-TZVPD" gap_ev=8.487 total_charge=0 lumo_energy_ha=0.022 spin_multiplicity=1 fmax_ev_per_a=0.886 e_tot_ev=-50349.9255
C -0.02 4.02 -1.13
C 1.40 3.94 -0.62
O 1.70 2.65 -0.09
C 2.22 1.74 -0.93
O 2.46 1.98 -2.09
C 2.51 0.47 -0.26
C 1.84 0.02 0.86
N 0.77 0.62 1.48
C 0.06 -0.01 2.44
O 0.40 -1.07 2.93
C -1.23 0.70 2.84
O -2.14 0.67 1.74
C -2.36 1.80 1.08
O -1.92 2.88 1.38
C -3.28 1.55 -0.11
N -2.90 0.33 -0.78
C -1.59 0.06 -1.12
O -0.67 0.78 -0.85
C -1.60 -1.25 -1.88
C -0.33 -2.08 -1.72
C -0.30 -2.86 -0.41
C -1.57 -3.69 -0.27
C -2.77 -2.75 -0.17
C -2.92 -1.89 -1.45
C -3.77 -0.72 -1.04
O -4.96 -0.66 -0.87
S 2.41 -1.51 1.41
C 3.58 -1.56 0.12
C 4.51 -2.71 -0.01
C 3.51 -0.46 -0.69
C 4.42 -0.27 -1.86
H -0.73 3.86 -0.32
H -0.18 3.26 -1.89
H -0.20 5.00 -1.57
H 2.11 4.15 -1.43
H 1.57 4.64 0.21
H 0.47 1.49 1.06
H -1.70 0.15 3.66
H -1.04 1.74 3.13
H -3.21 2.41 -0.79
H -4.31 1.44 0.22
H -1.67 -0.95 -2.94
H 0.53 -1.41 -1.77
H -0.26 -2.78 -2.55
H 0.58 -3.50 -0.39
H -0.23 -2.17 0.44
H -1.52 -4.30 0.63
H -1.68 -4.35 -1.13
H -3.69 -3.31 -0.02
H -2.63 -2.09 0.69
H -3.38 -2.49 -2.24
H 4.33 -3.43 0.79
H 4.37 -3.21 -0.97
H 5.55 -2.38 0.05
H 4.10 0.59 -2.44
H 5.44 -0.11 -1.52
H 4.41 -1.16 -2.49

***

(3)
63
Properties=species:S:1:pos:R:3 method="wB97M-V/def2-TZVPD" gap_ev=5.838 total_charge=-2 lumo_energy_ha=0.145 spin_multiplicity=1 fmax_ev_per_a=2.576 e_tot_ev=-82020.1134
Na -0.42 -0.24 -0.74
C 0.07 -0.97 2.84
O 0.75 -0.07 1.98
C 0.38 1.28 2.19
C 1.28 2.11 1.30
O 0.81 2.29 -0.02
C -0.24 3.24 -0.14
H 0.40 -0.83 3.88
H 0.34 -1.98 2.51
H -1.01 -0.84 2.78
H 0.53 1.56 3.24
H -0.68 1.41 1.96
H 2.23 1.58 1.19
H 1.48 3.09 1.77
H 0.12 4.24 0.15
H -1.10 2.98 0.49
H -0.56 3.24 -1.17
S 3.82 -0.57 -0.04
C 2.84 -1.94 0.09
N 1.55 -2.10 -0.05
C 1.12 -3.41 0.12
C -0.21 -3.83 0.03
C -0.51 -5.17 0.24
C 0.49 -6.10 0.53
C 1.82 -5.69 0.63
C 2.12 -4.35 0.42
S 3.65 -3.52 0.48
H -0.98 -3.10 -0.19
H -1.54 -5.49 0.16
H 0.23 -7.14 0.68
H 2.60 -6.41 0.86
C -4.12 3.92 -3.20
C -4.76 3.41 -1.94
C -6.06 2.91 -1.95
C -6.62 2.33 -0.82
C -5.86 2.27 0.34
C -4.57 2.78 0.38
C -4.03 3.34 -0.76
S -6.50 1.47 1.78
O -6.27 2.34 2.90
O -7.83 1.02 1.47
N -5.55 0.17 1.99
C -5.55 -0.87 0.94
C -4.21 -1.59 0.99
C -3.01 -0.67 0.76
O -3.01 0.41 1.40
O -2.13 -1.08 -0.03
H -4.85 4.40 -3.86
H -3.67 3.08 -3.73
H -3.33 4.64 -2.98
H -6.63 2.94 -2.88
H -7.62 1.92 -0.83
H -3.97 2.69 1.28
H -3.00 3.68 -0.75
H -4.57 0.47 2.13
H -5.69 -0.45 -0.06
H -6.37 -1.56 1.13
H -4.19 -2.38 0.24
H -4.09 -2.04 1.98
O -2.89 0.01 -3.07
N -1.75 0.13 -2.60
O -0.88 -0.78 -2.74
O -1.42 1.18 -1.95

***

(4)
55
Properties=species:S:1:pos:R:3 method="wB97M-V/def2-TZVPD" gap_ev="8.080 / 6.303" total_charge=+1 lumo_energy_ha="-0.088 / -0.154" spin_multiplicity=3 fmax_ev_per_a=0.532 e_tot_ev=-93472.8759
Ni 0.01 0.38 -0.12
C 1.89 2.52 -2.10
C 1.81 1.35 -1.15
C 1.71 0.04 -1.68
C 1.55 -0.15 -3.16
C 1.76 -1.07 -0.80
C 1.84 -2.47 -1.36
C 1.81 -0.87 0.59
C 1.75 -2.05 1.52
C 1.91 0.43 1.12
C 2.09 0.63 2.60
C 1.86 1.55 0.25
C 1.86 2.94 0.83
H 0.91 2.77 -2.50
H 2.53 2.26 -2.94
H 2.31 3.39 -1.62
H 2.53 -0.16 -3.65
H 0.96 0.66 -3.59
H 1.04 -1.08 -3.39
H 0.86 -2.96 -1.41
H 2.48 -3.09 -0.73
H 2.26 -2.47 -2.36
H 2.76 -2.41 1.75
H 1.20 -2.88 1.08
H 1.27 -1.79 2.46
H 1.14 0.63 3.13
H 2.60 1.57 2.81
H 2.70 -0.18 3.01
H 2.89 3.29 0.98
H 1.35 2.96 1.79
H 1.36 3.64 0.17
N -4.82 6.79 -0.60
C -4.23 5.62 -0.98
C -2.84 5.54 -1.13
C -2.24 4.36 -1.51
C -3.02 3.24 -1.76
C -4.41 3.29 -1.63
C -5.01 4.48 -1.24
S -2.27 1.75 -2.24
O -1.12 2.03 -3.05
O -3.28 0.85 -2.69
N -1.62 1.14 -0.84
C -2.34 0.37 0.03
S -3.96 -0.20 -0.04
C -3.65 -1.15 1.38
C -2.39 -0.99 1.80
N -1.63 -0.12 1.04
H -4.28 7.62 -0.46
H -5.82 6.86 -0.54
H -2.23 6.42 -0.95
H -1.17 4.31 -1.65
H -5.01 2.42 -1.85
H -6.09 4.53 -1.14
H -4.43 -1.75 1.83
H -1.95 -1.47 2.67